Record 1
ORCA calculation (ωB97M-V/def2-TZVPD) on a structure of composition C30H30Br4O3P2PtS.

The value obtained for the energy relative to the best compared isomer or geometry (same formula, charge and spin) is 28.1 kcal per mole. Its total energy is -350570.0786 eV. The calculation puts the highest occupied orbital energy at -0.247 Ha. Its total charge is 0. The frontier orbital gap comes out at 6.56 eV.

Geometry (Å):
Pt1 1.47 -1.05 -0.18
C1 1.19 0.57 2.83
P1 1.18 -1.06 2.04
C2 2.24 -2.04 3.15
C3 -0.49 -1.73 2.38
C4 -1.11 -1.54 3.61
C5 -2.40 -2.03 3.83
C6 -3.06 -2.70 2.81
C7 -2.43 -2.90 1.59
C8 -1.14 -2.43 1.37
P2 -0.21 -2.72 -0.18
C9 -1.41 -3.43 -1.33
C10 0.72 -4.22 0.30
H1 0.86 0.52 3.87
H2 0.54 1.24 2.26
H3 2.21 0.96 2.79
H4 1.92 -1.91 4.18
H5 3.27 -1.71 3.03
H6 2.19 -3.10 2.89
H7 -0.60 -1.02 4.41
H8 -2.87 -1.88 4.79
H9 -4.06 -3.07 2.97
H10 -2.95 -3.44 0.81
H11 -1.79 -4.38 -0.95
H12 -0.89 -3.61 -2.28
H13 -2.23 -2.74 -1.52
H14 1.19 -4.65 -0.59
H15 0.05 -4.95 0.76
H16 1.51 -3.95 1.00
Br1 7.13 -1.00 -4.37
C11 5.35 -0.96 -3.72
C12 4.28 -0.91 -4.60
Br2 4.55 -0.90 -6.47
C13 2.98 -0.86 -4.07
Br3 1.45 -0.76 -5.18
C14 2.75 -0.89 -2.71
O1 1.52 -0.86 -2.20
C15 3.82 -0.94 -1.82
O2 3.57 -0.97 -0.52
C16 5.11 -0.97 -2.34
Br4 6.52 -0.99 -1.08
O3 -0.11 1.00 -0.06
S1 -1.49 0.58 -0.47
C17 -1.54 0.77 -2.30
C18 -1.06 2.10 -2.77
C19 -1.96 3.10 -3.16
C20 -1.49 4.33 -3.60
C21 -0.13 4.58 -3.65
C22 0.77 3.60 -3.25
C23 0.31 2.37 -2.81
C24 -2.54 1.99 0.02
C25 -2.28 2.25 1.47
C26 -1.47 3.32 1.84
C27 -1.18 3.55 3.18
C28 -1.70 2.71 4.16
C29 -2.50 1.63 3.79
C30 -2.78 1.40 2.45
H17 -2.57 0.55 -2.60
H18 -0.87 -0.03 -2.64
H19 -3.02 2.90 -3.13
H20 -2.20 5.09 -3.90
H21 0.23 5.54 -4.00
H22 1.83 3.80 -3.27
H23 1.00 1.59 -2.50
H24 -3.58 1.69 -0.18
H25 -2.26 2.83 -0.61
H26 -1.06 3.97 1.08
H27 -0.54 4.38 3.46
H28 -1.48 2.89 5.20
H29 -2.90 0.97 4.55
H30 -3.39 0.55 2.17

Record 2
ORCA calculation (ωB97M-V/def2-TZVPD) on the molecule C30H30Cl2N4O4.

The value obtained for the energy relative to the best compared isomer or geometry (same formula, charge and spin) is 6.4 kcal per mole. Its SMILES is COc1ccc(C2=N[C@H](c3ccc(Cl)cc3)[C@@H](c3ccc(Cl)cc3)N2C(=O)N2CCNC(=O)C2)c(OC(C)C)c1. Its total energy is -70793.9376 eV. The calculation puts the highest occupied orbital energy at -0.310 Ha. Its total charge is 0. The frontier orbital gap comes out at 8.81 eV.

Geometry (Å):
C1 -5.35 -2.47 -1.51
H1 -6.09 -3.21 -1.80
O1 -4.10 -3.05 -1.81
C2 -2.97 -2.35 -1.57
C3 -1.77 -2.97 -1.93
C4 -0.58 -2.34 -1.70
C5 -0.53 -1.09 -1.09
C6 -1.73 -0.43 -0.77
C7 -2.94 -1.08 -1.01
H2 -3.87 -0.59 -0.76
O2 -1.61 0.81 -0.24
C8 -2.74 1.63 0.00
C9 -3.31 2.18 -1.32
H3 -4.17 2.81 -1.11
H4 -3.61 1.38 -1.98
H5 -2.55 2.77 -1.82
C10 -2.27 2.77 0.90
H6 -3.13 3.32 1.28
H7 -1.62 3.44 0.34
H8 -1.70 2.37 1.73
H9 -3.51 1.05 0.53
C11 0.75 -0.43 -0.83
N1 1.67 -0.32 -1.70
C12 2.75 0.46 -1.16
C13 4.00 -0.35 -0.91
C14 3.96 -1.74 -0.87
C15 5.10 -2.47 -0.59
C16 6.29 -1.80 -0.35
C17 6.35 -0.42 -0.38
C18 5.20 0.30 -0.66
H10 5.24 1.38 -0.69
H11 7.28 0.09 -0.20
Cl1 7.73 -2.70 0.00
H12 5.07 -3.55 -0.56
H13 3.03 -2.25 -1.07
H14 2.99 1.27 -1.86
C19 2.19 1.05 0.18
N2 1.03 0.19 0.38
C20 0.31 0.20 1.56
O3 0.20 1.18 2.26
N3 -0.26 -1.00 1.89
C21 0.28 -2.30 1.58
H15 0.95 -2.27 0.73
C22 -0.80 -3.35 1.32
O4 -0.56 -4.39 0.76
N4 -2.02 -3.07 1.83
H16 -2.74 -3.75 1.62
C23 -2.44 -1.83 2.44
C24 -1.23 -1.06 2.96
H17 -1.49 -0.05 3.25
H18 -0.80 -1.58 3.83
H19 -3.13 -2.05 3.27
H20 -2.97 -1.21 1.71
H21 0.86 -2.67 2.44
C25 1.80 2.50 0.07
C26 0.91 2.90 -0.92
C27 0.54 4.23 -1.03
C28 1.07 5.16 -0.15
C29 1.96 4.78 0.84
C30 2.32 3.45 0.94
H22 3.01 3.14 1.72
H23 2.35 5.51 1.52
Cl2 0.60 6.82 -0.29
H24 -0.14 4.55 -1.80
H25 0.50 2.17 -1.60
H26 2.89 0.91 1.01
H27 0.35 -2.81 -1.97
H28 -1.81 -3.95 -2.38
H29 -5.45 -2.26 -0.44
H30 -5.51 -1.56 -2.09